The following is a DFT calculation (ωB97M-V/def2-TZVPD) of a 8-piece molecular cluster, C36H82Cl2N9O11P3 overall at a distorted geometry.

## Properties
* electronic energy: -4685.7407 a.u.
* frontier orbital gap: 8.3 eV
* HOMO: -8.0 eV
* lowest unoccupied orbital energy: 0.3 eV
* structure (SMILES): CN(C)P(=O)(N(C)C)N(C)C.CN(C)P(=O)(N(C)C)N(C)C.CN(C)P(=O)(N(C)C)N(C)C.O=C1CCCO1.O=C1CCCO1.O=C1CCCO1.O=C1CCCO1.ClCCCl

The geometry in XYZ format:
```
143
C36H82Cl2N9O11P3 | the Open Molecules 2025 dataset | ωB97M-V/def2-TZVPD
C 1.857 -1.449 12.873
N 2.576 -1.267 11.635
C 3.542 -0.203 11.669
P 1.594 -1.407 10.227
O 0.727 -0.236 9.811
N 2.541 -1.845 8.893
C 2.061 -1.437 7.557
C 3.576 -2.946 8.958
N 0.642 -2.846 10.444
C -0.728 -2.953 9.821
C 1.242 -4.047 11.037
H 1.794 -0.411 13.198
H 2.482 -2.091 13.494
H 0.916 -1.952 12.649
H 4.227 -0.202 12.517
H 3.048 0.767 11.606
H 4.059 -0.369 10.724
H 0.977 -1.394 7.661
H 2.507 -0.491 7.250
H 2.182 -2.260 6.852
H 3.152 -3.943 9.081
H 4.160 -2.956 8.037
H 4.216 -2.861 9.836
H -0.693 -2.896 8.733
H -1.284 -3.823 10.172
H -1.204 -2.015 10.105
H 2.320 -4.089 11.196
H 1.013 -4.945 10.463
H 0.777 -4.317 11.985
C 13.580 0.609 13.414
N 13.239 0.188 14.767
C 14.389 0.093 15.653
P 11.673 -0.181 15.155
O 10.701 0.661 14.423
N 11.549 -1.817 14.679
C 12.391 -2.818 15.392
C 10.601 -2.364 13.719
N 11.382 -0.187 16.867
C 10.217 -0.860 17.396
C 11.646 0.992 17.701
H 13.830 -0.173 12.696
H 14.445 1.253 13.569
H 12.741 1.166 12.997
H 13.963 -0.363 16.546
H 14.804 1.077 15.871
H 15.207 -0.449 15.177
H 13.314 -2.982 14.836
H 12.641 -2.550 16.418
H 11.953 -3.815 15.450
H 10.579 -3.452 13.662
H 9.634 -1.872 13.821
H 10.990 -2.048 12.751
H 10.145 -1.850 16.946
H 10.294 -0.928 18.481
H 9.362 -0.331 16.976
H 10.842 1.707 17.526
H 12.654 1.346 17.483
H 11.781 0.821 18.769
C 9.848 15.183 12.451
N 9.178 15.451 13.728
C 10.008 16.036 14.796
P 7.719 16.335 13.317
O 8.098 17.655 12.727
N 6.797 15.179 12.479
C 6.400 13.870 12.922
C 6.175 15.671 11.271
N 6.756 16.512 14.792
C 5.456 17.303 14.780
C 6.986 15.779 16.032
H 9.291 14.590 11.726
H 10.765 14.672 12.747
H 10.165 16.135 12.024
H 10.308 15.221 15.455
H 9.571 16.843 15.385
H 10.842 16.480 14.254
H 6.367 13.245 12.030
H 7.063 13.457 13.682
H 5.487 14.022 13.499
H 5.151 15.332 11.116
H 6.027 16.748 11.182
H 6.705 15.308 10.391
H 5.091 17.656 15.745
H 5.706 18.250 14.301
H 4.584 16.820 14.339
H 8.050 15.626 16.214
H 6.487 14.815 15.942
H 6.600 16.392 16.846
O 10.011 5.251 -0.764
C 10.513 4.250 -1.329
C 10.229 3.500 -2.612
C 11.534 2.664 -2.761
C 11.808 2.290 -1.295
O 11.512 3.501 -0.636
H 9.444 2.747 -2.549
H 9.970 4.201 -3.405
H 11.194 1.870 -3.425
H 12.378 3.179 -3.220
H 11.230 1.457 -0.893
H 12.865 2.095 -1.114
O 6.817 6.218 9.848
C 7.180 5.658 8.825
C 8.325 4.612 8.545
C 8.126 4.326 7.098
C 7.107 5.284 6.540
O 6.616 5.972 7.675
H 9.352 4.940 8.703
H 8.248 3.679 9.104
H 9.061 4.511 6.570
H 7.804 3.286 7.038
H 7.498 5.896 5.728
H 6.158 4.814 6.282
O 16.070 3.759 3.373
C 15.422 4.442 4.113
C 15.449 5.906 4.478
C 14.622 6.052 5.682
C 14.517 4.578 6.204
O 14.553 3.794 5.014
H 16.487 6.160 4.691
H 15.193 6.540 3.630
H 15.254 6.736 6.248
H 13.744 6.565 5.290
H 15.349 4.329 6.862
H 13.693 4.293 6.858
O -1.962 2.508 3.668
C -1.678 3.704 3.534
C -1.105 4.643 4.565
C -0.566 5.832 3.762
C -1.106 5.596 2.369
O -1.546 4.231 2.327
H -1.958 5.002 5.142
H -0.266 4.302 5.170
H -0.908 6.818 4.077
H 0.518 5.884 3.662
H -1.990 6.218 2.231
H -0.370 5.783 1.586
Cl -0.124 7.982 13.861
C 1.643 8.313 13.762
C 2.183 8.589 15.190
Cl 1.408 10.001 15.850
H 1.805 9.119 13.045
H 2.026 7.348 13.428
H 3.272 8.585 15.231
H 2.009 7.680 15.767
```